No. 1
Computed, not measured: a molecular structure, C18H28Br33O3P2 at a distorted geometry, with ωB97M-V/def2-TZVPD.

The value obtained for the HOMO energy is -11.546 eV. Its charge is +1. The molar mass comes out at 2991.2 u. The LUMO energy comes out at -2.6 eV. The value obtained for the maximum force is 3.529 eV Å⁻¹. The total energy comes out at -2355231.306 eV. As for the multiplicity: 1.

The geometry in XYZ format:
```
84
Properties=species:S:1:pos:R:3:forces:R:3
C 2.9628 -3.4578 -0.2131 -0.1 0.3 0.0
C 1.6531 -2.7712 0.1998 0.6 0.1 -0.1
O 0.5548 -3.2363 -0.5768 -0.2 -0.1 0.3
C 1.7628 -1.2662 -0.0529 0.0 -0.4 -0.5
P 0.2278 -0.4008 0.3778 0.5 -0.2 0.2
C 0.3465 1.3916 0.0969 1.1 0.2 0.1
C 1.7812 1.8428 0.4316 -0.9 1.1 0.0
C 1.9496 2.6575 1.6580 1.6 -2.9 1.3
O 2.3550 1.1676 1.4879 -0.3 0.1 0.0
P -0.7148 -0.6852 2.3499 -0.9 0.7 0.1
C -1.0565 -2.4620 2.3968 0.6 -0.1 0.1
O 0.4429 -0.3782 3.4571 0.1 -0.3 -0.1
H 3.2112 -4.2929 0.4391 -0.1 -0.1 -0.1
H 2.8668 -3.7831 -1.2488 0.1 -0.1 0.0
H 3.8064 -2.7676 -0.1724 0.0 0.0 0.1
H 1.4857 -2.9326 1.2706 -0.2 0.0 0.0
H 0.5682 -4.2013 -0.5725 0.0 0.0 -0.1
H 2.6101 -0.8845 0.5092 -0.2 0.2 0.1
H 1.9611 -1.1197 -1.1205 0.0 0.1 0.0
H -0.7398 -0.8807 -0.5085 -0.1 0.0 0.1
H 0.1104 1.6560 -0.9318 -0.3 -0.1 0.0
H -0.2956 1.9014 0.8130 -0.5 -0.2 -0.3
H 2.4205 2.1239 -0.4027 0.1 -0.3 -0.1
H 2.9172 3.0683 1.9264 -0.3 1.0 -0.6
H 1.2770 2.5515 2.5018 -0.7 0.9 -0.5
H -2.0061 -2.5761 2.9185 -0.1 -0.1 -0.1
H -0.2981 -3.0256 2.9444 0.1 0.0 -0.1
H -1.1396 -2.8572 1.3818 0.0 0.1 0.3
H 0.1560 0.3916 3.9657 0.2 0.0 0.1
C -4.2161 1.7191 2.4004 0.2 0.2 -0.1
Br -2.7651 2.0021 3.6524 -0.1 0.0 0.0
Br -4.5194 3.2797 1.3367 0.1 0.1 0.0
Br -3.9906 0.1536 1.2969 0.1 0.0 0.2
H -5.1044 1.5489 2.9936 0.2 0.0 0.0
C -4.1515 -5.1303 0.5488 -0.2 0.1 0.0
Br -2.4399 -4.4440 -0.0101 -0.1 -0.3 -0.4
Br -4.2825 -7.0334 0.4243 0.1 -0.1 0.1
Br -4.5501 -4.4743 2.3110 0.0 0.0 0.1
H -4.8897 -4.7130 -0.1233 0.0 0.0 0.0
C -6.4228 -8.6385 -2.2622 0.1 0.0 0.0
Br -6.1236 -8.9052 -4.1400 0.0 0.0 0.0
Br -8.1799 -7.9415 -1.9136 0.0 0.0 0.0
Br -6.0627 -10.2383 -1.2538 0.0 0.1 0.0
H -5.7177 -7.8911 -1.9292 0.0 0.0 0.0
C -8.0645 -3.4591 1.9174 0.0 0.0 0.1
Br -8.0211 -5.1437 0.9846 0.0 0.0 -0.1
Br -7.8648 -1.9696 0.7201 0.1 0.0 -0.2
Br -9.6272 -3.2883 3.0151 0.0 0.0 0.0
H -7.2090 -3.4416 2.5763 0.0 0.0 0.0
C 6.8439 2.1586 1.6555 0.0 -0.1 -0.1
Br 5.1510 1.2377 1.5913 0.1 0.1 0.2
Br 6.8794 3.5091 0.2926 0.1 0.1 -0.1
Br 7.2061 2.8642 3.4001 0.0 0.0 0.0
H 7.6258 1.4480 1.4260 0.0 0.0 0.0
C -7.2732 0.8194 -2.5808 0.0 0.0 0.0
Br -5.9509 0.8843 -1.1788 -0.2 -0.1 -0.2
Br -6.9840 2.1994 -3.8818 0.0 0.0 0.0
Br -7.3470 -0.9229 -3.3844 0.0 0.0 0.0
H -8.2336 1.0031 -2.1207 0.0 0.0 0.0
C 8.9532 3.7969 -3.4364 0.0 0.0 0.1
Br 8.5713 1.9134 -3.5432 0.0 0.0 0.0
Br 7.3323 4.8176 -3.2395 -0.1 0.1 0.0
Br 10.2157 4.1955 -2.0483 0.0 0.0 0.0
H 9.3979 4.0888 -4.3769 0.0 0.0 0.0
C -6.0788 -0.8113 5.2008 0.1 0.1 0.0
Br -6.8203 0.0024 3.6193 -0.5 -0.2 0.3
Br -7.0116 -0.3273 6.8004 0.0 0.0 -0.1
Br -5.9957 -2.7206 4.9821 0.0 -0.1 0.2
H -5.0639 -0.4497 5.2915 0.0 0.0 0.0
C 4.4310 6.4138 -1.0057 0.1 0.1 0.0
Br 2.7827 5.4061 -0.9937 0.0 0.0 0.0
Br 4.4261 7.7484 -2.3845 0.0 -0.1 0.0
Br 4.8071 7.1668 0.7193 0.0 0.0 0.0
H 5.2237 5.7126 -1.2279 0.0 0.0 0.0
C 2.1240 9.6025 -5.7190 0.0 0.0 0.0
Br 4.0305 9.4402 -5.4934 0.0 0.0 0.0
Br 1.1735 9.1532 -4.1102 0.0 0.0 0.0
Br 1.6418 11.3439 -6.3638 0.0 0.0 0.0
H 1.8333 8.8861 -6.4734 0.0 0.0 0.0
C 7.9073 -1.3815 -1.8249 0.0 0.0 0.0
Br 8.0993 -1.6067 -3.7212 0.0 -0.1 0.0
Br 6.1160 -0.8422 -1.3560 0.0 0.0 0.0
Br 8.4516 -2.9434 -0.8535 0.0 0.0 0.0
H 8.5605 -0.5709 -1.5323 0.0 0.0 0.0
```
Forces are in eV/Å.

Population analysis type Mulliken, resulting atomic charges in e: C -1.37; C 0.55; O -0.58; C -0.80; P 0.39; C -0.90; C 0.55; C -0.77; O -0.49; P 0.31; C -0.48; O -0.50; H 0.40; H 0.37; H 0.28; H -0.01; H 0.36; H 0.39; H 0.48; H 0.13; H 0.45; H 0.41; H 0.39; H 0.27; H 0.16; H 0.33; H 0.37; H -0.31; H 0.37; C -0.03; Br -0.08; Br 0.00; Br 0.31; H 0.00; C -0.38; Br 0.03; Br 0.03; Br 0.07; H 0.37; C 0.02; Br 0.00; Br -0.01; Br -0.01; H -0.03; C 0.32; Br -0.01; Br 0.04; Br 0.00; H -0.37; C -0.40; Br 0.08; Br 0.12; Br -0.02; H 0.31; C -0.40; Br 0.06; Br -0.05; Br -0.02; H 0.35; C -0.37; Br 0.06; Br -0.01; Br 0.00; H 0.34; C -0.25; Br -0.04; Br 0.01; Br -0.04; H 0.29; C 0.29; Br -0.01; Br 0.05; Br 0.00; H -0.37; C -0.30; Br -0.06; Br -0.03; Br -0.01; H 0.37; C -0.35; Br -0.03; Br 0.11; Br -0.02; H 0.27

=====

No. 2
Computed, not measured: a gas-phase ion, C8H8Cl2NO2 (charge -1) at a distorted geometry, with ωB97M-V/def2-TZVPD.

The value obtained for the HOMO energy is -4.512 eV. Its charge is -1. The molar mass comes out at 221.1 u. The LUMO energy comes out at 3.0 eV. As for the SMILES: CN[C@]1(Cl)CC(C(=O)[O-])=CC=C1Cl. The value obtained for the maximum force is 3.211 eV Å⁻¹. Its energy above the lowest of the compared OMol25 structures with the same formula, charge and spin is 0.0 kJ/mol. The total energy comes out at -39055.260 eV. As for the multiplicity: 1.

The geometry in XYZ format:
```
21
Properties=species:S:1:pos:R:3:forces:R:3
C -2.5077 0.1587 1.4661 0.2 -0.2 -1.7
N -1.0695 0.4090 1.2812 -1.1 1.0 -0.5
C -0.0078 -0.4346 0.9593 1.4 2.3 0.2
Cl 0.6633 -1.1583 2.6284 0.4 0.0 0.0
C 1.2173 0.6465 0.3477 0.0 -2.0 2.5
C 1.3557 0.5465 -1.1505 -0.2 1.7 1.5
C 1.8582 1.8147 -1.9234 -0.7 -2.3 1.0
O 0.9808 2.6483 -1.9194 -1.8 2.3 0.2
O 2.9304 1.7459 -2.4659 2.7 0.0 -1.2
C 0.8667 -0.4757 -1.8228 -0.3 -1.0 -1.1
C 0.1324 -1.5754 -1.2288 -0.1 -1.6 1.7
C -0.2265 -1.5999 0.1032 0.3 -0.1 -3.2
Cl -1.0527 -3.0100 0.6697 -0.3 -0.3 0.4
H -2.4662 -0.8459 1.0358 -1.5 -0.1 0.4
H -2.8212 0.1632 2.5199 0.1 -0.1 -0.3
H -3.3010 0.8315 0.8322 2.4 -1.3 1.3
H -0.7018 1.2256 1.6970 0.0 0.9 0.4
H 2.2580 0.2807 0.8552 -2.4 1.1 -1.1
H 0.8772 1.6693 0.7896 1.0 -1.7 -1.2
H 1.0665 -0.4809 -2.8924 -0.2 -0.2 0.1
H -0.0520 -2.5590 -1.7822 0.2 1.7 0.5
```
Forces are in eV/Å.

Population analysis type natural (NBO), resulting atomic charges in e: C -0.41; N -0.63; C 0.22; Cl -0.26; C -0.40; C 0.00; C 0.75; O -0.73; O -0.73; C -0.34; C -0.14; C -0.16; Cl -0.02; H 0.22; H 0.18; H 0.19; H 0.37; H 0.24; H 0.23; H 0.22; H 0.21

=====

Which value of total energy does entry 2 give?
-39055.260 eV

=====

Among the records above, which one has the highest total energy?
C8H8Cl2NO2

=====

The highest molar mass belongs to which entry?
C18H28Br33O3P2